ORCA calculation (ωB97M-V/def2-TZVPD) on a molecular structure, C49H41ClEuN6O3P in a non-equilibrium geometry.

Last column: Löwdin spin population.
CARTESIAN COORDINATES (ANGSTROEM)
Eu 0.43943 -0.15234 0.51427  6.0927
Cl 0.63123 -3.13150 -0.53130  0.0047
P -0.64752 -0.80176 -2.14630  -0.0041
O -5.89792 -0.09981 4.41013  0.0000
O -1.55556 0.83648 -0.39207  -0.0070
O 2.19122 1.08989 0.01567  -0.0059
N 0.15368 2.13495 1.19386  -0.0119
N 2.93676 -1.79885 2.19637  0.3615
N 2.60496 -1.57832 0.92867  0.2086
N -3.66945 -0.68439 2.83564  0.0003
N -1.72080 -1.28450 1.43096  -0.0022
N 1.40415 2.56547 1.61380  0.0033
C 0.82032 -0.74408 2.88784  0.0464
C -2.41907 0.53336 -3.94266  -0.0002
C 2.32268 2.22051 -4.05523  0.0002
C 4.57379 1.31998 1.88985  0.0017
C -0.09674 -3.87236 -4.90495  0.0007
C -4.53177 -1.15006 -3.28913  0.0000
C 3.48409 -1.34743 -1.29306  0.0364
C 0.75658 -4.60613 -2.77968  0.0010
C -6.03560 -0.26941 3.00750  0.0000
C -2.43263 1.72253 -0.03683  0.0001
C -3.29357 -1.32092 -2.69186  -0.0002
C 4.53747 -1.32180 -2.18816  0.0004
C 4.23367 3.59253 1.17497  0.0000
C 1.93661 -1.59510 3.13057  0.0160
C 3.69191 -1.63524 0.06579  0.0202
C -4.76418 0.11542 2.27970  0.0001
C 1.45382 -0.02204 -3.94015  0.0004
C 2.34888 0.89754 -4.46905  0.0001
C 0.25202 -1.03116 5.27163  0.0685
C 0.49300 1.70827 -2.58179  0.0005
C 2.16117 -2.18720 4.39117  0.0553
C -3.71631 1.74969 -0.63614  -0.0002
C 3.74833 2.30409 1.35763  -0.0002
C 6.04546 -1.94088 -0.43119  -0.0018
C -0.46228 -2.66136 -4.33990  -0.0001
C -4.71964 -0.13201 -4.21752  -0.0001
C 5.83184 -1.60989 -1.76562  0.0527
C 0.02500 -0.48814 4.00992  -0.0028
C -4.67712 2.66525 -0.26028  0.0004
C -0.81283 2.92366 1.44971  0.0009
C -2.15616 2.72344 0.93901  0.0002
C -3.15726 3.62879 1.30966  0.0004
C 0.50992 0.37040 -2.99047  0.0005
C 0.37632 -3.39105 -2.23071  0.0020
C 1.31555 -1.91604 5.45031  -0.0035
C 0.52250 -4.84067 -4.12396  0.0000
C -0.20962 -2.38613 -2.99552  0.0003
C -4.41366 3.60868 0.73671  0.0002
C 4.99812 -1.96032 0.47723  0.0450
C -4.84414 -0.89859 4.92904  0.0001
C 5.88259 1.62915 2.23068  0.0002
C -2.62317 -0.98622 2.08664  0.0026
C 6.37176 2.91608 2.04222  -0.0001
C -3.51566 -0.55219 4.28599  0.0004
C 2.35472 1.94742 0.96170  0.0014
C -2.22476 -0.48407 -3.01748  -0.0010
C 1.38961 2.62344 -3.11230  0.0000
C 5.54354 3.89926 1.51638  0.0000
C -3.66341 0.70638 -4.54027  0.0000
H 3.57955 4.35203 0.76269  0.0000
H -6.29057 -1.31295 2.78181  0.0000
H -5.35513 -1.80404 -3.02627  0.0000
H -3.14670 -2.10503 -1.95547  0.0000
H -3.24443 0.47836 4.53710  0.0000
H 6.66100 -1.56915 -2.46349  0.0040
H 2.99884 -2.86713 4.50353  0.0028
H 0.81688 -5.78678 -4.56069  0.0000
H 4.35074 -1.05989 -3.22463  -0.0015
H 4.19147 0.31544 2.04567  0.0020
H -0.60726 3.84054 2.00366  -0.0004
H 7.39662 3.15149 2.30614  0.0000
H 2.48475 -1.10819 -1.63304  0.0023
H -3.80467 1.50208 -5.26254  0.0000
H -0.81509 0.20275 3.90431  -0.0021
H 3.03337 2.93232 -4.45796  0.0000
H -2.72650 -1.21985 4.62824  0.0004
H -0.95202 -1.90776 -4.94663  0.0000
H 1.36847 3.65079 -2.76907  0.0000
H 5.92138 4.90501 1.37194  0.0000
H 1.22756 -5.35501 -2.15665  0.0000
H -3.92116 1.01934 -1.41059  0.0000
H -0.29142 -4.06068 -5.95410  0.0001
H -1.60383 1.20068 -4.19210  0.0000
H -6.85579 0.37448 2.69320  0.0000
H -5.06483 -1.96094 4.76661  0.0000
H 1.48441 -2.37797 6.41847  -0.0023
H -4.80284 -0.70156 5.99854  0.0000
H -5.68808 0.00938 -4.68238  0.0000
H -5.64631 2.65137 -0.74771  0.0000
H -0.22776 2.03018 -1.84143  0.0002
H -4.55962 1.18123 2.42474  0.0000
H -4.84482 -0.07398 1.21230  0.0000
H 7.04857 -2.17900 -0.09062  -0.0017
H 5.15732 -2.21351 1.51518  0.0056
H -5.16718 4.32693 1.03433  0.0000
H -2.91980 4.37800 2.05979  0.0000
H 1.51321 -1.05299 -4.26020  0.0000
H 3.07739 0.57067 -5.20197  0.0000
H -0.38253 -0.76430 6.11445  0.0054
H 6.52496 0.85697 2.63720  0.0001

Cartesian forces, eV/Å:
-0.183 -0.956 0.648
0.153 -0.527 -0.089
0.223 -0.418 -1.442
0.020 -0.025 -0.010
-0.241 0.354 0.104
0.354 0.548 -0.009
0.445 0.144 0.091
0.151 -0.611 -0.063
-0.216 0.639 0.262
0.036 -0.125 -0.005
-0.145 -0.155 -0.074
0.240 0.352 0.179
0.014 -0.176 0.097
-0.029 -0.005 0.024
-0.004 0.017 -0.010
0.058 -0.093 -0.020
-0.031 0.037 -0.050
-0.001 -0.013 0.015
0.164 -0.048 0.027
0.030 -0.108 -0.027
0.022 0.012 0.053
0.122 -0.030 -0.013
0.011 0.013 0.001
-0.085 -0.025 0.013
-0.024 0.041 0.015
0.036 0.423 -0.139
-0.278 -0.163 0.166
0.058 0.032 0.038
0.016 0.029 0.039
0.008 -0.031 -0.018
-0.057 -0.012 0.117
-0.041 0.001 -0.080
-0.187 0.026 0.037
-0.102 -0.009 -0.044
0.068 -0.060 -0.054
-0.123 0.018 0.029
0.034 -0.024 -0.003
0.014 0.027 -0.003
0.120 -0.012 -0.053
0.056 0.063 -0.152
0.087 -0.037 0.026
-0.291 0.020 -0.069
-0.108 -0.015 0.046
0.017 0.037 0.019
-0.066 0.039 0.035
-0.180 0.124 0.024
0.017 0.002 -0.036
0.002 0.018 0.021
-0.070 0.050 0.117
-0.043 0.021 0.020
0.118 -0.015 -0.118
-0.025 0.045 -0.066
0.004 0.037 -0.009
-0.092 0.090 0.044
-0.028 -0.018 0.004
-0.044 -0.027 0.012
-0.019 0.413 0.077
-0.097 -0.016 0.215
-0.019 -0.008 0.008
0.052 -0.017 0.014
-0.008 -0.001 -0.010
0.001 -0.022 0.033
-0.007 -0.021 0.010
0.030 0.009 -0.004
-0.030 0.007 -0.013
0.061 0.009 -0.005
-0.039 -0.023 0.020
0.033 0.070 0.001
0.002 0.009 0.009
-0.011 -0.009 0.023
-0.001 0.049 -0.048
0.057 0.005 0.034
-0.023 0.003 -0.010
-0.036 0.082 -0.044
0.006 -0.012 0.035
0.000 -0.011 0.009
-0.013 -0.024 0.012
0.035 0.023 -0.008
0.030 0.001 0.003
-0.006 -0.029 -0.001
-0.019 -0.015 -0.013
-0.015 0.038 0.009
-0.001 0.012 0.014
-0.002 0.002 0.037
-0.007 -0.015 -0.015
-0.013 -0.003 0.006
-0.028 -0.017 -0.006
0.021 0.027 -0.032
-0.013 -0.017 0.029
0.022 -0.007 0.010
0.008 -0.011 0.004
0.016 -0.006 0.047
0.039 0.034 -0.050
0.002 -0.021 -0.028
-0.032 0.009 -0.006
0.014 0.036 -0.004
0.010 -0.018 0.002
0.011 -0.012 -0.031
0.005 -0.013 0.002
-0.005 0.003 0.036
0.015 -0.028 -0.048
-0.026 0.013 0.007

As for the total charge: -1. Its frontier orbital gap (spin up / spin down) is 4.564 / 6.391 eV. For the LUMO energy (spin up / spin down), the calculation gives 0.0810 / 0.0809 hartree. The relative energy (zero: lowest compared OMol25 entry of this formula, charge and spin) comes out at 12.2 kJ/mol. Its multiplicity is 8.